Below is an isolated molecule of C6H9N, with properties calculated with the ωB97M-V functional and the def2-TZVPD basis.

Geometry as XYZ:
```
16
Properties=species:S:1:pos:R:3:nbo_charge:R:1
N 1.1542 1.9745 1.5827 -0.32
C -0.1686 0.7295 -0.3194 -0.32
C 2.0423 -1.4457 0.8122 -0.02
C 0.8627 -1.5811 -0.0414 -0.58
C -1.4723 1.4766 -0.6232 -0.59
C 0.5870 1.4324 0.7319 0.28
C -0.4064 -0.7351 0.1000 -0.39
H 1.1067 -1.7671 -1.0963 0.22
H 1.6873 -0.9995 1.7672 0.10
H -1.9855 0.9877 -1.4573 0.22
H -2.1377 1.4712 0.2458 0.22
H -1.1987 -1.1448 -0.5389 0.22
H 0.4586 0.7379 -1.2211 0.24
H -1.2752 2.5159 -0.9003 0.23
H 0.6911 -2.6093 0.3801 0.30
H -0.7742 -0.7615 1.1333 0.22
```

Results
**HOMO**: -8.82 eV
**Energy**: -7853.8535 eV
**Net charge**: 0